Record 1
43
Properties=species:S:1:pos:R:3 method="wB97M-V/def2-TZVPD" e_homo_ev=-4.99 e_tot_ha=-4260.75031 relative_energy_kcal_mol=0.00 gap_ev=7.20 charge=-1 multiplicity=1
C -2.1600 0.4267 -2.5081
C -1.0459 1.2040 -1.8692
O -0.1055 0.2027 -1.3815
C 0.9783 0.7300 -0.8008
C 2.1227 -0.3133 -0.8034
C 3.2595 0.0109 -1.7852
C 3.8098 1.2855 -1.9670
C 5.1438 1.4136 -2.3727
C 5.8892 0.2643 -2.6863
Br 7.7348 0.4198 -3.1661
C 5.2789 -1.0022 -2.6676
C 3.9732 -1.1149 -2.2160
O 1.1044 1.8738 -0.4215
H -2.9866 1.0989 -2.7588
H -1.8269 -0.0684 -3.4255
H -2.5119 -0.3474 -1.8021
H -0.5322 1.8232 -2.6204
H -1.4046 1.7734 -1.0037
H 1.6868 -1.2959 -1.0500
H 3.2202 2.1672 -1.7170
H 5.5995 2.4037 -2.4714
H 5.8335 -1.8790 -3.0196
H 3.5037 -2.0931 -2.0999
F 2.4215 -2.7111 1.5268
C 1.8837 -1.4445 1.6315
F 1.7924 -1.1108 2.9718
S 2.9250 -0.2826 0.7522
N -1.9888 0.6478 0.8066
C -1.8737 0.9711 2.1575
O -1.0428 1.6786 2.7221
C -3.0375 0.2674 2.8232
C -3.5284 -0.6454 1.9124
C -4.7743 -1.2545 2.0608
C -5.5616 -0.8224 3.1448
C -5.0370 0.0633 4.1190
C -3.7249 0.5636 3.9960
C -2.6463 -0.5549 0.7021
O -2.5810 -1.4005 -0.2067
H 0.8647 -1.4034 1.2419
H -5.1190 -1.9831 1.3258
H -6.5983 -1.1515 3.2236
H -5.6665 0.3837 4.9474
H -3.2716 1.2056 4.7552

---

Record 2
14
Properties=species:S:1:pos:R:3 method="wB97M-V/def2-TZVPD" e_homo_ev="-10.57 / -10.54" e_tot_ha=-413.76955 relative_energy_kcal_mol=50.80 gap_ev="6.07 / 5.82" charge=+1 multiplicity=2
O 0.2106 1.3837 2.3078
Li -1.5800 0.5829 2.8679
O 0.0006 0.9112 3.6592
C 0.9109 0.4065 1.5878
C 0.4796 0.2297 0.1774
H 1.0719 1.0071 -0.3593
H 1.9684 0.6898 1.6496
H 0.8797 -0.7193 1.8415
O -0.8574 -0.0756 -2.3396
C -1.5909 -0.1373 -1.2780
C -1.0041 -0.1843 -0.0060
Ba 1.1991 -0.7350 -2.3864
H -1.4847 -0.7685 0.7812
H -2.6693 -0.3039 -1.3987

---

Record 3
23
Properties=species:S:1:pos:R:3 method="wB97M-V/def2-TZVPD" e_homo_ev=-9.06 e_tot_ha=-463.33409 relative_energy_kcal_mol=94.85 gap_ev=9.46 charge=0 multiplicity=1
C 1.2915 -2.3580 0.4572
C 0.2246 -1.5042 -0.1424
C -0.8374 -1.9647 -0.8929
C -1.8697 -1.2138 -1.3060
C -1.9490 0.1405 -1.1213
C -0.8105 0.6799 -0.4506
C -0.5477 2.0982 -0.1093
C 0.9276 2.0625 0.2027
C 1.3182 0.6005 0.7319
C 0.1334 -0.1542 0.0971
H 2.3674 -2.4072 0.0340
H 0.8478 -3.4881 0.5980
H 1.3674 -2.1599 1.5946
H -0.8972 -3.0623 -1.3007
H -2.6785 -1.5753 -1.8458
H -2.7038 0.7196 -1.3619
H -1.1299 2.8504 -0.8891
H -0.3584 2.3719 2.2298
H 1.2781 2.7665 0.9835
H 1.4489 2.1805 -0.6924
H 1.5327 0.3632 1.8666
H 2.2233 0.4653 0.1650
O -1.1787 2.5890 1.1520

---

Record 4
13
Properties=species:S:1:pos:R:3 method="wB97M-V/def2-TZVPD" e_homo_ev=-10.13 e_tot_ha=-415.09562 smiles="NC(=O)O.NC=O" relative_energy_kcal_mol=0.00 gap_ev=10.86 charge=0 multiplicity=1
N -0.8086 -1.3796 -2.0555
C -0.7367 -0.0246 -1.9071
O -1.2735 0.7748 -2.6233
O 0.0273 0.3630 -0.8579
H -0.1604 -1.9820 -1.5833
H -1.4131 -1.7481 -2.7651
H 0.0797 -0.3102 -0.1455
N 0.8374 1.3688 1.7707
C 0.6525 0.1102 2.1932
O 0.4789 -0.8483 1.4618
H 0.9853 2.1083 2.4329
H 0.6773 1.5826 0.7945
H 0.6541 -0.0150 3.2846